The following is a DFT calculation (ωB97M-V/def2-TZVPD) of 2 unconnected molecules or ions with the total composition C2H7NO3S at a distorted geometry.

CARTESIAN COORDINATES (ANGSTROEM)
H: 2.998 -0.592 -0.087
O: -0.948 2.154 -0.073
H: 1.319 0.405 -1.518
S: -0.711 0.714 0.144
O: -0.957 0.282 1.485
H: 1.314 1.464 0.149
C: 1.143 0.498 -0.399
H: 1.512 -1.641 -0.136
C: 1.872 -0.730 0.137
H: 1.968 -0.826 1.219
N: -1.764 -0.385 -0.755
O: -2.897 -0.737 0.000
H: -2.402 -0.702 1.294
H: -2.447 0.097 -1.461

Atomic forces in eV per Å
H -1.8 -0.4 -0.4
O 0.4 -2.2 -0.3
H -1.0 1.2 1.3
S -0.7 2.5 -2.5
O 0.3 -1.3 1.5
H 0.9 -0.8 -1.2
C -1.3 -0.6 0.5
H -1.0 -2.4 -1.6
C 3.0 2.9 2.0
H -0.6 0.5 0.3
N -1.3 1.2 -1.8
O 1.5 -0.6 6.3
H -1.3 0.2 -5.0
H 2.9 -0.1 0.7

Its relative energy (zero: lowest compared OMol25 entry of this formula, charge and spin) is 119.4 kcal per mole. For the highest occupied orbital energy, the calculation gives -9.2413 eV. The spin multiplicity is 1. As for the total charge: 0. For the total energy, the calculation gives -758.86674 hartree. The calculation puts the orbital gap at 9.78 eV.

These are the Mulliken partial charges, in e, on atoms 1 to 2: number 1, H, carries 0.3178; number 2, O, carries -0.6213



The following is a DFT calculation (ωB97M-V/def2-TZVPD) of C2H7NO3S in the gas phase at a distorted geometry.

CARTESIAN COORDINATES (ANGSTROEM)
H: 0.494 -1.507 -1.060
C: 1.039 -0.338 0.566
H: 0.756 -1.205 1.256
N: 1.372 -1.139 -0.572
H: 1.950 0.226 0.917
S: -1.723 -0.275 0.196
O: -2.866 0.676 -0.654
H: -0.596 1.571 0.846
O: -2.141 -0.524 1.575
H: -0.020 1.114 -0.887
C: -0.323 0.893 0.141
H: -3.705 0.244 -0.861
O: -1.481 -1.425 -0.659
H: 2.101 -0.728 -1.198

Atomic forces in eV per Å
H 2.0 0.7 0.8
C -0.7 -0.3 0.0
H -0.4 2.3 0.1
N -0.2 0.5 -1.9
H -1.3 -0.4 -0.2
S -1.3 0.1 -0.7
O 1.7 -0.4 1.3
H -0.1 2.4 1.8
O 0.5 0.8 -2.1
H -0.5 0.4 0.4
C 1.7 -5.9 -0.9
H 0.2 -0.5 0.3
O -0.2 0.8 0.7
H -1.4 -0.5 0.5

Its relative energy (zero: lowest compared OMol25 entry of this formula, charge and spin) is 42.4 kcal per mole. For the highest occupied orbital energy, the calculation gives -9.3348 eV. The spin multiplicity is 1. As for the total charge: 0. For the total energy, the calculation gives -758.98949 hartree. As for the SMILES: NCCS(=O)(=O)O. The calculation puts the orbital gap at 9.92 eV.

These are the Mulliken partial charges, in e, on atoms 1 to 2: number 1, H, carries 0.3051; number 2, C, carries -0.5247



The following is a DFT calculation (ωB97M-V/def2-TZVPD) of 3 unconnected molecules or ions with the total composition C2H7NO4 at a distorted geometry.

CARTESIAN COORDINATES (ANGSTROEM)
H: 3.146 -2.730 1.468
O: -2.595 -0.746 -1.566
C: -0.508 0.980 1.032
N: -0.738 0.900 -0.386
H: -1.017 0.238 1.695
O: 0.350 1.634 1.501
C: 0.096 1.884 -1.170
H: -3.474 -0.912 -1.972
H: -1.969 -1.422 -1.899
O: 0.169 2.220 -2.357
H: 0.483 2.532 -0.512
H: 3.493 -2.440 3.030
O: 3.615 -2.124 2.137
H: -1.052 -0.013 -1.001

Atomic forces in eV per Å
H 1.1 1.3 2.1
O -0.3 -0.9 -0.6
C -0.4 -2.9 -1.7
N 1.4 -0.8 -3.6
H -0.6 0.4 -0.9
O 1.1 1.9 1.0
C -2.9 -0.8 -2.3
H 1.0 0.0 0.3
H -1.0 0.2 -0.1
O -0.7 -2.6 2.1
H 1.9 2.1 2.8
H -0.3 -0.5 0.1
O -0.7 -0.8 -2.2
H 0.4 3.4 2.9

Its relative energy (zero: lowest compared OMol25 entry of this formula, charge and spin) is 57.3 kcal per mole. For the highest occupied orbital energy, the calculation gives -9.8020 eV. The spin multiplicity is 1. As for the total charge: 0. For the total energy, the calculation gives -436.06220 hartree. As for the SMILES: O=CNC=O.O.O. The calculation puts the orbital gap at 9.99 eV.

These are the Mulliken partial charges, in e, on atoms 1 to 2: number 1, H, carries 0.3259; number 2, O, carries -0.6544



The following is a DFT calculation (ωB97M-V/def2-TZVPD) of 3 unconnected molecules or ions with the total composition C2H7NO4.

CARTESIAN COORDINATES (ANGSTROEM)
H: 1.852 -3.790 -2.053
O: -1.907 1.101 0.223
O: -1.426 -0.217 2.717
N: 0.334 0.964 -0.049
H: -0.934 2.212 -1.139
C: 1.468 1.792 -0.182
H: -2.067 0.101 2.056
O: 1.064 -3.529 -2.535
H: 0.305 -3.841 -2.028
C: -0.911 1.489 -0.328
O: 1.905 2.093 -1.251
H: 1.935 2.251 0.701
H: -1.929 -0.902 3.173
H: 0.311 0.277 0.692

Atomic forces in eV per Å
H 0.0 -0.1 0.1
O -0.6 0.0 0.1
O -0.6 -0.2 -0.2
N -0.1 0.2 0.4
H 0.2 0.4 -0.1
C 0.5 0.4 -0.5
H 0.5 0.1 0.0
O -0.2 0.1 -0.2
H 0.2 0.0 0.0
C 0.1 -0.7 -0.2
O -0.1 0.2 -0.5
H -0.2 -0.6 0.5
H 0.3 0.0 0.1
H 0.0 0.2 0.5

Its relative energy (zero: lowest compared OMol25 entry of this formula, charge and spin) is 24.9 kcal per mole. For the highest occupied orbital energy, the calculation gives -10.6502 eV. The spin multiplicity is 1. As for the total charge: 0. For the total energy, the calculation gives -436.11381 hartree. As for the SMILES: O=CNC=O.O.O. The calculation puts the orbital gap at 11.25 eV.

These are the Mulliken partial charges, in e, on atoms 1 to 2: number 1, H, carries 0.3187; number 2, O, carries -0.5446



The following is a DFT calculation (ωB97M-V/def2-TZVPD) of 3 unconnected molecules or ions with the total composition C2H7NO5 at a distorted geometry.

CARTESIAN COORDINATES (ANGSTROEM)
C: -1.216 1.142 -0.387
H: -0.033 -0.506 -0.750
H: 1.650 1.956 1.189
O: -3.194 -0.893 -0.744
H: -3.189 0.864 -0.323
O: -2.522 1.570 -0.238
O: -0.440 1.837 0.207
C: -2.011 -1.112 -0.862
H: 3.539 -1.669 0.837
O: 2.022 1.065 1.240
H: -1.604 -2.055 -1.169
H: 2.652 -1.068 -0.317
H: 2.037 0.814 2.163
O: 3.294 -1.758 -0.088
N: -0.986 -0.187 -0.758

Atomic forces in eV per Å
C -2.3 1.1 4.0
H 0.1 0.1 0.0
H -0.1 -0.4 0.0
O 0.3 -0.2 0.1
H 0.3 -0.3 -0.5
O 0.8 -0.6 -1.1
O 1.5 -0.1 -1.7
C 0.2 0.7 -0.6
H -0.2 0.3 -0.1
O 0.3 -0.1 -0.3
H 0.1 -1.0 0.0
H 0.5 -0.1 0.6
H -0.1 0.2 0.2
O -0.2 -0.2 -0.5
N -1.1 0.5 -0.4

Its relative energy (zero: lowest compared OMol25 entry of this formula, charge and spin) is 15.8 kcal per mole. For the highest occupied orbital energy, the calculation gives -11.0143 eV. The spin multiplicity is 1. As for the total charge: 0. For the total energy, the calculation gives -511.37958 hartree. As for the SMILES: O=CNC(=O)O.O.O. The calculation puts the orbital gap at 11.26 eV.

These are the Mulliken partial charges, in e, on atoms 1 to 2: number 1, C, carries 0.4448; number 2, H, carries 0.1973



The following is a DFT calculation (ωB97M-V/def2-TZVPD) of a molecular structure, C2H7NOS at a distorted geometry.

CARTESIAN COORDINATES (ANGSTROEM)
H: 0.980 -0.286 1.778
H: 1.944 0.649 0.740
O: -0.345 1.915 -0.146
H: -2.840 -0.948 0.322
H: 0.160 -0.631 -2.120
H: 1.675 -0.900 0.330
C: 1.215 -0.090 0.816
C: -2.188 -0.350 0.985
H: -1.511 -1.031 1.516
H: 0.640 0.986 -2.316
N: 0.493 0.198 -1.752
S: -0.222 0.488 -0.152

Atomic forces in eV per Å
H -0.9 -0.6 3.1
H 1.1 1.7 0.1
O 0.0 2.1 0.9
H -0.2 1.3 0.1
H -0.8 -1.5 -1.4
H 0.0 -1.4 -0.7
C -0.5 1.0 -2.6
C -0.3 -2.6 0.1
H -0.2 0.9 0.7
H -0.2 1.1 -0.8
N 0.6 0.1 3.5
S 1.3 -2.1 -3.1

Its relative energy (zero: lowest compared OMol25 entry of this formula, charge and spin) is 52.7 kcal per mole. For the highest occupied orbital energy (spin up / spin down), the calculation gives -7.1896 / -9.1351 eV. The spin multiplicity is 3. As for the total charge: 0. For the total energy, the calculation gives -608.33581 hartree. The calculation puts the orbital gap (spin up / spin down) at 8.00 / 8.12 eV.

These are the Mulliken partial charges, in e, on atoms 1 to 2: number 1, H, carries 0.3624; number 2, H, carries 0.3718



The following is a DFT calculation (ωB97M-V/def2-TZVPD) of a molecular structure, C2H7NS at a distorted geometry.

CARTESIAN COORDINATES (ANGSTROEM)
H: -0.814 -0.765 -1.847
H: 0.182 1.928 1.828
H: -1.400 1.189 1.309
H: 2.467 -0.568 0.076
S: 0.231 -0.096 0.304
H: -2.018 -1.621 -1.050
N: -1.049 -1.468 -1.150
C: 1.791 0.232 -0.186
C: -0.388 1.005 1.511
H: 2.026 1.367 -0.085
H: 0.587 -1.304 0.922

Atomic forces in eV per Å
H -0.7 -0.2 -0.4
H -0.2 -1.4 -0.9
H -1.5 0.1 -0.1
H 0.3 0.2 -0.4
S 1.2 -0.7 1.8
H -1.6 0.4 0.1
N 3.3 1.1 1.1
C -1.1 2.3 1.1
C 1.4 -0.3 -0.8
H -0.2 -2.3 -0.7
H -0.9 0.8 -0.6

Its relative energy (zero: lowest compared OMol25 entry of this formula, charge and spin) is 171.4 kcal per mole. For the highest occupied orbital energy (spin up / spin down), the calculation gives -8.0908 / -8.0879 eV. The spin multiplicity is 1. As for the total charge: 0. For the total energy, the calculation gives -533.05725 hartree. The calculation puts the orbital gap (spin up / spin down) at 6.70 / 6.69 eV.

These are the Mulliken partial charges, in e, on atoms 1 to 2: number 1, H, carries 0.2405; number 2, H, carries 0.2749



The following is a DFT calculation (ωB97M-V/def2-TZVPD) of 2 unconnected molecules or ions with the total composition C2H7NS at a distorted geometry.

CARTESIAN COORDINATES (ANGSTROEM)
H: -1.176 -0.907 3.096
S: -0.540 1.826 -3.903
N: -0.670 -1.308 2.311
H: 1.249 -1.301 1.634
H: 0.930 -1.437 4.689
H: -0.783 -0.639 1.559
H: -1.841 2.151 -3.704
C: 1.387 -1.513 3.710
H: -0.355 1.770 -2.572
C: 0.704 -1.457 2.564
H: 2.447 -1.338 3.621

Atomic forces in eV per Å
H 0.1 -0.4 0.1
S -0.5 0.1 0.4
N -0.1 0.3 0.5
H 0.2 -0.5 0.2
H -0.1 -0.2 0.0
H -0.1 -0.3 -0.2
H 0.4 -0.1 -0.2
C -0.4 0.5 -0.5
H 0.1 0.0 -0.2
C 0.2 1.2 -0.3
H 0.2 -0.5 0.2

Its relative energy (zero: lowest compared OMol25 entry of this formula, charge and spin) is 20.6 kcal per mole. For the highest occupied orbital energy, the calculation gives -8.6290 eV. The spin multiplicity is 1. As for the total charge: 0. For the total energy, the calculation gives -533.29766 hartree. As for the SMILES: C=CN.S. The calculation puts the orbital gap at 9.16 eV.

These are the Mulliken partial charges, in e, on atoms 1 to 2: number 1, H, carries 0.2323; number 2, S, carries -0.2824



The following is a DFT calculation (ωB97M-V/def2-TZVPD) of C2H7NS2 in the gas phase at a distorted geometry.

CARTESIAN COORDINATES (ANGSTROEM)
N: -1.319 1.035 -0.365
H: 1.837 0.276 -1.906
H: 2.892 -1.558 -0.282
S: 1.434 0.324 -0.673
H: -2.603 -0.444 0.377
C: -1.800 0.282 0.702
S: -0.633 -0.047 -1.646
H: -0.378 1.459 0.069
C: 2.230 -0.857 0.168
H: 1.795 -1.075 1.032
H: -1.084 -0.331 1.213
H: -2.372 0.935 1.311

Atomic forces in eV per Å
N 4.0 1.3 -1.3
H 1.3 -0.1 -0.9
H 0.1 -0.5 -0.5
S -0.8 -1.3 1.2
H 0.8 0.6 0.0
C -2.8 -2.5 0.3
S 0.0 1.1 1.0
H -2.8 -0.4 -1.5
C 1.3 1.9 -4.0
H -1.4 -0.6 3.8
H 0.6 -0.2 0.7
H -0.1 0.7 1.3

Its relative energy (zero: lowest compared OMol25 entry of this formula, charge and spin) is 93.6 kcal per mole. For the highest occupied orbital energy (spin up / spin down), the calculation gives -7.7976 / -7.7967 eV. The spin multiplicity is 1. As for the total charge: 0. For the total energy, the calculation gives -931.37445 hartree. The calculation puts the orbital gap (spin up / spin down) at 7.59 / 7.59 eV.

These are the Mulliken partial charges, in e, on atoms 1 to 2: number 1, N, carries -0.4538; number 2, H, carries 0.1834



The following is a DFT calculation (ωB97M-V/def2-TZVPD) of a molecular structure, C2H7O2 at a distorted geometry.

CARTESIAN COORDINATES (ANGSTROEM)
H: 0.722 1.201 0.052
H: 1.703 -0.041 -0.701
O: -2.241 1.052 -1.624
O: -0.295 -0.307 -0.941
H: 1.121 0.001 2.024
H: -2.759 0.880 -0.829
C: 0.740 0.104 -0.183
H: 1.570 -1.448 0.965
C: 0.852 -0.659 1.203
H: -0.095 -1.158 1.409
H: -1.317 0.375 -1.375

Atomic forces in eV per Å
H -0.2 -0.2 -0.1
H 0.3 0.0 0.0
O 0.7 -0.8 0.3
O -0.3 -0.9 -0.4
H 0.3 -0.1 0.1
H -0.1 0.1 -0.1
C -0.3 0.8 0.8
H 0.2 -0.1 0.8
C -0.1 -0.1 -1.6
H -0.1 0.2 0.0
H -0.5 1.1 0.1

Its relative energy (zero: lowest compared OMol25 entry of this formula, charge and spin) is 8.1 kcal per mole. For the highest occupied orbital energy, the calculation gives -3.3680 eV. The spin multiplicity is 1. As for the total charge: -1. For the total energy, the calculation gives -230.87173 hartree. The calculation puts the orbital gap at 7.96 eV.

These are the Mulliken partial charges, in e, on atoms 1 to 2: number 1, H, carries 0.1997; number 2, H, carries 0.1525